# 1
Molecular formula: C30H66N5O10S3
Method: DFT, ωB97M-V with the def2-TZVPD basis set

Positions of all 114 atoms, in Å:
1 C 6.83095 -4.50737 5.89136
2 C 6.68768 -3.51932 4.58621
3 C 5.15915 -2.89514 4.38734
4 O 4.88479 -2.48964 2.97597
5 C 5.47189 -1.15989 2.72941
6 N 6.00983 -0.94800 1.33236
7 C 6.67465 -2.17858 0.75892
8 C 5.82854 -2.95406 -0.40902
9 C 4.34082 -2.34642 -0.72299
10 C 3.14938 -3.19632 0.08670
11 C 1.74354 -2.33675 0.23277
12 C 0.41182 -3.15959 -0.25629
13 C -0.10381 -4.32498 0.77484
14 C 0.10157 -3.98918 2.36606
15 C -0.96244 -2.91254 2.99518
16 C -2.46000 -3.57498 2.92326
17 C -3.65075 -2.55468 2.44385
18 C -3.27400 -1.63963 1.12028
19 N -2.99137 -0.18303 1.46925
20 C -3.88568 0.74620 2.26998
21 C -3.32589 2.28664 2.43872
22 C -1.89714 2.17565 1.63999
23 C -1.75895 0.63752 1.08826
24 C 7.00262 0.19001 1.24571
25 N 7.88384 0.70303 2.36909
26 N 7.17134 0.81005 0.00106
27 N 6.45616 0.44088 -1.14680
28 H 6.69231 -5.61382 5.50547
29 H 7.93263 -4.47015 6.34604
30 H 6.02422 -4.21003 6.69941
31 H 7.43657 -2.61139 4.77979
32 H 7.06681 -4.00793 3.56935
33 H 4.99511 -1.97529 5.12573
34 H 4.37601 -3.71699 4.75598
35 H 6.23226 -0.95201 3.59443
36 H 4.59122 -0.36902 2.87094
37 H 7.03179 -2.96447 1.57056
38 H 7.68073 -1.79770 0.24113
39 H 5.72863 -4.08501 -0.08828
40 H 6.43774 -2.92485 -1.42283
41 H 4.12638 -2.57265 -1.87560
42 H 4.23482 -1.18734 -0.60369
43 H 3.52678 -3.67326 1.08636
44 H 2.88380 -4.11124 -0.63227
45 H 1.64266 -1.89064 1.31110
46 H 1.86029 -1.41587 -0.51820
47 H 0.61359 -3.68908 -1.30686
48 H -0.41695 -2.33390 -0.49350
49 H -1.22019 -4.57812 0.46801
50 H 0.51595 -5.31106 0.52348
51 H 1.22006 -3.67709 2.62782
52 H -0.07263 -5.01109 2.95836
53 H -0.68995 -2.80132 4.15162
54 H -0.85698 -1.85831 2.49852
55 H -2.50502 -4.53549 2.23242
56 H -2.73527 -3.93997 4.02382
57 H -4.05486 -1.87502 3.32767
58 H -4.57971 -3.22340 2.11323
59 H -2.31649 -2.15768 0.63866
60 H -4.16732 -1.65127 0.36339
61 H -4.88224 0.28471 2.68782
62 H -3.83911 3.18854 2.98081
63 H -1.13842 3.07578 1.50315
64 H -0.83245 0.22773 0.47328
65 H 8.60698 1.38209 2.03651
66 H 7.33447 1.16383 3.13310
67 H 7.87170 1.59131 -0.13667
68 H 5.55090 0.95385 -1.22271
69 H 7.03876 0.51735 -2.00912
70 O 2.33699 5.19480 0.02431
71 S 1.76602 5.65210 1.27273
72 O 0.40751 5.33906 1.65748
73 O 1.99084 7.26114 1.40105
74 C 1.52212 8.09943 0.35449
75 C 0.01738 8.28239 0.42085
76 C 2.84316 5.16848 2.60035
77 H 1.83210 7.71250 -0.62215
78 H 2.00544 9.07379 0.48344
79 H -0.50279 7.34376 0.20881
80 H -0.31557 9.02458 -0.31015
81 H -0.29025 8.60365 1.42112
82 H 3.86845 5.43893 2.34082
83 H 2.75936 4.08714 2.72411
84 H 2.52559 5.67341 3.51422
85 O -5.11390 -1.44258 -4.67008
86 S -3.71300 -1.25459 -4.36055
87 O -3.08179 -1.89951 -3.23040
88 O -3.39257 0.34220 -4.30055
89 C -4.16251 1.15862 -3.42971
90 C -3.72752 0.99490 -1.98537
91 C -2.75679 -1.62092 -5.81250
92 H -5.23178 0.95289 -3.54783
93 H -3.99833 2.19740 -3.73559
94 H -3.95766 -0.00889 -1.61656
95 H -4.23986 1.71581 -1.34205
96 H -2.64620 1.13504 -1.88800
97 H -3.19824 -1.10421 -6.66682
98 H -2.78559 -2.70070 -5.97021
99 H -1.72792 -1.29600 -5.64873
100 O -7.07589 2.32041 -6.21748
101 S -8.21623 1.49151 -5.89157
102 O -9.14754 1.03407 -6.89903
103 O -9.05347 2.19284 -4.68194
104 C -9.49921 3.53111 -4.84942
105 C -10.71119 3.60328 -5.75938
106 C -7.64739 0.07665 -4.97981
107 H -8.68791 4.16804 -5.21785
108 H -9.77608 3.90328 -3.85723
109 H -10.45123 3.32170 -6.78394
110 H -11.11913 4.61775 -5.78208
111 H -11.49069 2.91260 -5.42219
112 H -6.97610 0.41270 -4.18724
113 H -7.11392 -0.57711 -5.67236
114 H -8.51074 -0.44611 -4.56470

Output
Charge: +1



# 2
Molecular formula: C30H66N6O30S6
Method: DFT, ωB97M-V with the def2-TZVPD basis set

Positions of all 138 atoms, in Å:
1 O -4.42185 5.14374 3.14669
2 S -4.29602 3.79159 3.64603
3 O -5.49246 3.05177 3.78119
4 O -3.13801 3.06008 2.74559
5 C -2.09130 2.64369 3.62507
6 C -2.57336 2.58662 5.04579
7 O -3.47631 3.69071 5.05146
8 H -1.80979 1.62807 3.34194
9 H -1.20802 3.24736 3.44231
10 H -1.85437 2.70053 5.85181
11 H -3.16181 1.69289 5.28164
12 O -2.97300 1.56222 -0.54871
13 S -2.93239 2.91694 -1.01644
14 O -1.90411 3.84699 -0.66278
15 O -2.91663 2.76599 -2.62333
16 C -4.23619 2.64434 -3.16497
17 C -5.21896 2.98354 -2.06697
18 O -4.45592 3.56315 -1.01834
19 H -4.23194 3.21752 -4.09664
20 H -4.22383 1.62390 -3.56644
21 H -5.73350 2.08338 -1.72366
22 H -5.93685 3.75934 -2.32584
23 O 3.08990 -5.64148 -2.46847
24 S 3.39234 -5.80153 -1.07667
25 O 3.36072 -7.09212 -0.43024
26 O 4.77169 -5.00959 -0.68822
27 C 4.39711 -3.82030 0.00950
28 C 2.97844 -3.45960 -0.36287
29 O 2.38680 -4.78074 -0.30379
30 H 4.31527 -4.10546 1.06160
31 H 5.08340 -3.00025 -0.19194
32 H 2.91661 -2.94372 -1.32176
33 H 2.46496 -2.85058 0.37555
34 O 4.74159 3.44731 -1.77280
35 S 4.45887 3.34660 -3.18108
36 O 3.31985 2.54049 -3.60185
37 O 4.32627 4.76305 -3.85158
38 C 5.42917 5.15152 -4.68398
39 C 6.22933 3.83421 -4.91966
40 O 5.81100 2.88110 -3.98131
41 H 4.92043 5.58489 -5.54235
42 H 6.02849 5.89083 -4.15583
43 H 7.28475 4.09420 -4.79392
44 H 6.20770 3.38808 -5.91725
45 O -3.40650 -2.28665 3.13780
46 S -4.06824 -1.05107 3.45001
47 O -4.01083 -0.56518 4.81270
48 O -3.67400 0.04291 2.31783
49 C -4.74568 0.29037 1.43207
50 C -5.98002 0.04013 2.26717
51 O -5.63237 -1.11216 3.04859
52 H -4.79317 1.25782 0.93818
53 H -4.75938 -0.35920 0.55020
54 H -6.86874 -0.17068 1.67721
55 H -6.18789 0.79741 3.02672
56 O -1.77950 4.26641 -7.77103
57 S -0.57123 3.71121 -7.26417
58 O 0.63146 3.86700 -8.03072
59 O -0.19411 4.22028 -5.79855
60 C -1.03416 3.65152 -4.80979
61 C -1.35741 2.22734 -5.36203
62 O -0.90592 2.17007 -6.70006
63 H -0.47932 3.61840 -3.87867
64 H -1.90706 4.30843 -4.80487
65 H -2.40614 1.95290 -5.22689
66 H -0.88771 1.46189 -4.73979
67 C 4.58357 -1.19492 -2.86889
68 N 4.61442 -0.63402 -1.53435
69 C 5.73601 -0.31343 -0.83943
70 C 5.47212 0.49376 0.40754
71 O 6.82906 -0.78135 -1.11646
72 H 3.68456 -1.76338 -3.09229
73 H 5.43007 -1.87380 -2.98345
74 H 4.73148 -0.37025 -3.57050
75 H 3.74288 -0.23046 -1.21489
76 H 5.81213 0.08643 1.35959
77 H 4.43845 0.82731 0.41879
78 H 6.17226 1.33420 0.34127
79 C -3.54038 -2.47272 -3.65557
80 N -2.12449 -2.59970 -3.25383
81 C -1.36855 -1.50321 -3.04043
82 C 0.09684 -1.74345 -2.75399
83 O -1.76519 -0.37265 -3.31586
84 H -3.79078 -3.52643 -3.81088
85 H -3.68933 -1.92376 -4.57728
86 H -4.06071 -2.24081 -2.72439
87 H -1.86266 -3.56090 -3.06132
88 H 0.72818 -0.88541 -2.97966
89 H 0.52752 -2.55849 -3.33826
90 H 0.30220 -1.92501 -1.69846
91 C -0.65513 -0.80049 1.19870
92 N -0.27065 0.34225 0.34966
93 C 0.79416 0.36606 -0.44331
94 C 1.05473 1.57988 -1.29237
95 O 1.66141 -0.51884 -0.41375
96 H 0.23142 -1.34521 1.50576
97 H -1.49429 -1.26754 0.69045
98 H -0.97190 -0.20061 2.05446
99 H -0.87063 1.13096 0.51550
100 H 1.32618 1.41748 -2.33805
101 H 1.78669 2.27595 -0.89156
102 H 0.07036 2.00861 -1.52370
103 C 1.05973 3.61244 5.16908
104 N 2.06341 2.91213 4.39238
105 C 1.74241 1.94832 3.51687
106 C 2.92774 1.40363 2.74428
107 O 0.60944 1.56263 3.24694
108 H 0.42191 3.02409 5.82303
109 H 0.52775 4.32849 4.54398
110 H 1.54412 4.24044 5.92388
111 H 3.00049 3.26975 4.39618
112 H 2.62270 0.77938 1.90621
113 H 3.43072 0.64960 3.36117
114 H 3.62790 2.19977 2.49964
115 C -0.78772 -4.58193 0.87623
116 N -1.69055 -5.59632 0.33571
117 C -2.33239 -5.57150 -0.84948
118 C -3.62796 -6.37717 -0.98657
119 O -1.89961 -4.90013 -1.77801
120 H -0.16128 -5.03358 1.64060
121 H -1.28823 -3.71239 1.30140
122 H -0.15934 -4.26496 0.04166
123 H -1.74041 -6.41983 0.91224
124 H -4.49665 -6.02423 -0.43022
125 H -3.46154 -7.42814 -0.75967
126 H -3.92281 -6.18045 -2.01788
127 C 1.07315 -3.53806 7.81440
128 N 0.88197 -2.78524 6.59018
129 C -0.26086 -2.74403 5.89511
130 C -0.34822 -1.69941 4.81755
131 O -1.20440 -3.50917 6.07208
132 H 1.71130 -4.39922 7.61490
133 H 0.08087 -3.93289 8.03576
134 H 1.42666 -2.91171 8.62854
135 H 1.59129 -2.17910 6.21520
136 H -0.21136 -2.14160 3.82349
137 H 0.55342 -1.07648 4.77115
138 H -1.27583 -1.13960 4.78482

Output
Structure (SMILES): O=S1(=O)OCCO1.O=S1(=O)OCCO1.O=S1(=O)OCCO1.O=S1(=O)OCCO1.O=S1(=O)OCCO1.O=S1(=O)OCCO1.CNC(C)=O.CNC(C)=O.CNC(C)=O.CNC(C)=O.CNC(C)=O.CNC(C)=O
Relative energy (zero: lowest compared OMol25 entry of this formula, charge and spin), kcal per mole: 0.0



no.,HOMO energy (eV)
1,-8.859
2,-9.294